Computed, not measured: C37H91O27P6Pt as an isolated structure, with ωB97M-V with the def2-TZVPD basis set.

Output
HOMO-LUMO gap (spin up / spin down), eV: 8.8 / 8.1
Energy, a.u.: -5663.50332
E_HOMO (spin up / spin down), eV: -10.099 / -9.712
Multiplicity: 3
Net charge: +1
LUMO level (spin up / spin down), eV: -1.343 / -1.634
<S²>: 2.00

The geometry in XYZ format:
```
162
Properties=species:S:1:pos:R:3:mulliken_charge:R:1
Pt -0.2045 0.7531 0.9410 2.709
P -0.0393 -2.7151 0.2286 -0.673
P 1.2599 0.1055 4.2630 -0.691
P -0.9838 4.4069 1.6085 -1.321
P -3.5628 -0.0464 2.7884 -0.851
P -1.7642 0.6016 -2.3107 -0.701
P 3.0608 -2.9000 -6.1070 1.105
O -0.0184 5.1138 2.7509 -0.388
O -0.9580 0.3524 -1.0739 0.096
O -0.5226 5.3166 0.3295 -0.286
O -4.7328 -0.5359 1.7373 -0.316
O 0.2099 -2.7543 -1.3377 0.567
O -3.0722 1.6011 -2.0761 -0.408
O -0.2382 -1.3228 0.7671 1.539
O -2.4653 4.9434 1.8720 0.014
O -0.7745 2.9358 1.5649 1.461
O -3.5894 -1.1737 3.9984 -0.389
O 0.2582 0.4699 5.4949 0.502
O 3.6760 -2.4809 -4.6505 -0.373
O 1.0417 2.1025 -0.4820 -0.681
O -2.2684 -0.7196 -3.1025 0.546
O 1.8077 -1.3557 4.4974 -0.326
O -2.2399 0.2664 2.1379 0.523
O 1.6274 -2.6811 -6.3268 -0.679
O 1.1793 -3.6695 0.8144 -0.237
O 3.5508 -4.4410 -6.0750 -0.399
O 4.0452 -2.2934 -7.1429 -0.351
O -1.4045 -3.6035 0.3797 -0.202
O 0.5046 0.2541 2.9790 1.084
O -0.8941 1.4968 -3.3494 -0.468
O -4.1819 1.2365 3.5879 -0.334
O 2.0625 0.6080 0.3678 -0.462
O 2.4324 1.1833 4.5626 -0.283
O 3.2149 1.8939 -1.0718 -0.587
C 0.7376 0.4784 6.7717 -0.165
C -1.9029 -3.9658 1.5916 0.338
C 0.5999 4.9415 -1.6636 -1.301
C -4.3474 3.4473 -1.4210 -1.697
C 0.9263 -2.4965 4.4098 0.314
C 3.7403 0.9597 4.0955 0.068
C 2.9037 -1.8471 -3.7367 1.437
C 2.9902 -5.4470 -6.8853 -0.460
C -4.3317 -0.8315 0.4108 0.538
C -3.1192 -1.3237 -5.2991 -1.329
C 0.7956 5.2891 -0.1928 0.739
C 0.2830 0.9145 -3.8971 1.432
C -2.7683 6.1832 2.3532 -0.439
C 1.8477 5.1974 4.2656 -1.678
C -2.3473 2.5579 4.3628 -0.501
C 3.8387 -6.0497 -8.0818 -1.078
C -0.2950 1.2403 7.4792 -1.297
C -1.4725 -5.3884 1.9729 -1.368
C 3.3464 -4.2950 0.2100 -1.699
C 1.5034 -3.9574 4.4193 -1.521
C -2.5413 -1.1072 4.8965 0.984
C 3.7667 -1.4569 -2.5619 -1.068
C -3.5838 2.5413 3.5232 0.305
C 1.1951 4.4258 3.1282 1.165
C 0.1091 -3.9336 -2.0514 -0.173
C -0.4638 -3.6335 -3.4829 -1.263
C -2.5504 -2.3709 5.8474 -1.591
C 2.1320 1.6052 -0.3372 0.288
C -3.0373 2.6878 -1.1500 1.212
C 0.5098 1.4032 -5.2889 -1.446
C -4.1186 6.6520 1.6442 -1.342
C 2.5424 -3.1992 0.8747 1.085
C -5.2820 -0.0294 -0.5343 -1.458
C 3.7762 -0.9756 -7.5196 -0.035
C 4.4829 2.1903 4.4394 -1.400
C -3.3208 -0.5097 -4.0455 -0.239
C 4.4402 -0.4526 -8.6936 -1.409
H -1.7640 3.4706 4.2402 0.448
H -4.4755 7.5350 2.1744 0.415
H 1.4731 4.9215 -2.3157 0.401
H -1.6547 1.7584 4.0997 -0.463
H 0.4234 -2.4451 3.4441 -0.052
H -2.7315 -0.1243 5.3277 0.427
H -0.4177 -5.4564 2.2393 0.170
H 3.4811 -7.0407 -8.3613 0.373
H -0.2885 1.0282 -5.9294 0.344
H 0.0573 5.8004 -2.0585 0.453
H -4.1107 4.0119 -2.3228 0.506
H 2.7097 4.7413 4.7524 0.293
H 0.9747 -0.4533 7.2854 0.319
H -5.2276 1.0590 -0.5123 0.178
H 4.6312 -0.8301 -2.7806 0.478
H -2.4093 -0.8976 -6.0081 0.246
H 2.5301 -2.3534 0.1873 -0.624
H 1.1089 -4.3272 -2.2346 0.081
H -6.2684 -0.2959 -0.1545 0.561
H -0.0916 -4.2896 -4.2696 0.345
H -3.3875 2.7911 2.4806 -0.427
H -0.5861 -4.7213 -1.7612 0.302
H 4.0005 -0.9137 -9.5780 0.324
H -1.3161 0.9999 7.1830 0.156
H 4.3698 -3.9559 0.3703 0.448
H -2.1641 -3.2742 5.3752 0.252
H 1.1677 1.2271 -3.3425 0.033
H -0.1246 2.2808 7.2027 0.293
H 2.7086 -0.7923 -7.6411 0.359
H -4.0823 -1.4084 -5.8023 0.460
H 4.3631 3.0299 3.7547 0.242
H -4.4912 -1.9080 0.4730 0.382
H -4.9143 5.9077 1.6135 0.274
H -3.5913 -2.4715 6.1550 0.487
H 4.3726 2.4398 5.4947 0.314
H -2.9815 -3.8111 1.6230 0.442
H 3.6712 0.9150 3.0086 -0.048
H -3.3244 -0.5286 0.1250 -0.410
H 4.1215 0.0099 4.4705 0.386
H -4.5430 4.1315 -0.5953 0.183
H -2.0243 -5.7592 2.8367 0.445
H 0.9155 3.4206 3.4435 -0.382
H -1.5893 -1.2015 4.3741 -0.594
H -0.0524 1.2211 8.5417 0.481
H 5.5485 1.9830 4.3407 0.463
H 2.0407 -2.3874 -3.3474 -0.442
H 0.6867 -4.6764 4.3547 0.329
H 4.3313 0.6319 -8.6824 0.385
H -3.4982 0.4335 -4.5621 0.334
H 1.3382 4.4567 0.2554 -0.596
H -4.2695 -0.5289 -3.5091 0.305
H 2.8282 -3.0047 1.9085 0.273
H 1.3948 0.9265 -5.7103 0.212
H 0.2026 -2.4560 5.2238 0.227
H 2.4624 -0.9750 -4.2191 -0.330
H 1.8414 -4.0326 5.4529 0.512
H 2.3501 -6.1136 -6.3073 0.460
H 0.2968 -0.1745 -3.8526 -0.651
H -2.7811 -2.3266 -5.0382 0.175
H 1.6245 1.1061 6.8584 0.113
H 3.0842 -5.1395 0.8473 0.485
H -1.6129 -6.1273 1.1840 0.330
H -3.1519 2.2939 -0.1402 -0.439
H -4.2451 3.3080 3.9269 0.460
H -5.3172 2.9649 -1.5431 0.384
H 2.2768 -4.2592 3.7131 0.245
H 4.8430 -6.1584 -7.6723 0.284
H 1.8386 4.3936 2.2490 0.050
H 4.0915 -2.3339 -2.0021 0.308
H 2.0980 -4.9847 -7.3076 0.315
H -0.0477 4.0786 -1.8189 0.021
H -1.5474 -3.6409 -3.6006 0.556
H 3.8058 -5.4281 -8.9766 0.243
H 5.5293 -0.4968 -8.6928 0.347
H -2.1211 7.0152 2.0756 0.297
H -0.3220 -2.5996 -3.7977 -0.033
H 3.0461 -4.6681 -0.7691 0.232
H 0.5791 2.4820 -5.4282 0.339
H -5.1127 -0.3733 -1.5547 0.129
H 1.0855 5.2175 5.0446 0.403
H 3.7531 1.1845 -0.7131 0.390
H 3.1740 -0.9411 -1.8065 -0.200
H -1.9973 -2.1628 6.7634 0.337
H -2.0755 3.1998 -1.1227 -0.237
H 1.2536 6.2720 -0.3033 0.405
H -3.9192 6.7924 0.5818 0.344
H -2.7368 6.3532 3.4295 0.390
H -1.5443 -3.3465 2.4138 -0.289
H 4.0412 -0.3420 -6.6731 0.228
H -2.5691 2.4853 5.4275 0.515
H 1.9534 6.2651 4.0735 0.404
```